Density functional theory data (ωB97M-V/def2-TZVPD) for C11H25Cl2N3O2PZr as an isolated structure in a non-equilibrium geometry.

Max |F|, eV Å⁻¹: 9.2
Charge: +3
Molar mass, g/mol: 424.444
Frontier orbital gap (spin up / spin down), eV: 3.16 / 3.18

Positions of all 45 atoms, in Å:
C: -3.237 -0.217 -1.389
C: -1.891 0.422 -1.422
H: -3.955 0.326 -2.017
H: -3.591 -0.264 -0.350
H: -3.153 -1.253 -1.745
O: -1.604 1.541 -1.814
Cl: -1.332 -2.625 0.043
Zr: 0.081 -0.710 -0.387
P: 0.085 -1.715 -2.854
C: 0.915 -0.945 -4.263
C: 1.036 -3.274 -2.718
H: -1.982 -2.986 -2.932
H: -1.139 -2.935 -4.511
H: -2.083 -1.521 -3.946
C: -1.434 -2.347 -3.632
H: 0.826 -3.777 -1.770
H: 0.738 -3.929 -3.545
H: 0.888 -1.644 -5.109
H: 1.954 -0.713 -4.006
H: 2.110 -3.075 -2.772
H: 0.405 -0.016 -4.535
C: 1.087 0.933 -1.834
O: 1.567 1.812 -2.405
Cl: 2.379 -1.326 -0.106
C: 0.586 3.572 1.504
N: 0.627 2.565 2.558
C: 0.830 3.052 3.905
C: 0.384 1.278 2.230
N: 0.048 1.020 0.954
N: 0.454 0.243 3.085
C: 0.947 0.212 4.451
C: 0.044 -1.058 2.573
H: 0.817 4.534 1.963
H: -0.412 3.641 1.054
H: 1.335 3.361 0.730
H: 0.063 2.660 4.589
H: 1.847 2.821 4.263
H: 0.735 4.143 3.876
H: -0.066 1.904 0.447
H: 0.132 -0.094 5.123
H: 1.743 -0.541 4.524
H: 1.347 1.159 4.798
H: -1.012 -1.053 2.282
H: 0.705 -1.384 1.746
H: 0.176 -1.797 3.368

For reference, the natural (NBO) charges in units of e are: C -0.73; C 0.67; H 0.35; H 0.34; H 0.32; O -0.21; Cl -0.32; Zr 1.25; P 0.98; C -0.95; C -0.90; H 0.27; H 0.30; H 0.25; C -0.94; H 0.28; H 0.29; H 0.30; H 0.27; H 0.28; H 0.26; C 0.53; O -0.31; Cl -0.18; C -0.43; N -0.35; C -0.43; C 0.67; N -0.93; N -0.35; C -0.43; C -0.40; H 0.27; H 0.21; H 0.22; H 0.24; H 0.23; H 0.25; H 0.42; H 0.24; H 0.24; H 0.25; H 0.24; H 0.17; H 0.29

***

Density functional theory data (ωB97M-V/def2-TZVPD) for C11H25CuN2O4Si as an isolated structure.

Max |F|, eV Å⁻¹: 0.1
Molar mass, g/mol: 340.963
Energy relative to the best compared isomer or geometry (same formula, charge and spin), eV: 0.0000
Frontier orbital gap, eV: 8.00

Positions of all 44 atoms, in Å:
Cu: -0.778 -1.944 0.082
C: 0.367 3.225 -0.113
N: 1.085 2.156 -0.784
C: 1.464 2.432 -2.158
C: 1.116 0.926 -0.220
O: 0.679 0.695 0.898
C: 1.773 -0.192 -1.036
O: 1.740 -1.436 -0.378
C: 2.379 -1.492 0.867
C: 1.370 -1.834 1.959
O: 0.245 -2.262 1.680
N: 1.775 -1.731 3.232
C: 0.826 -1.951 4.312
C: 3.076 -1.212 3.613
H: 0.955 4.143 -0.157
H: 0.197 2.945 0.921
H: -0.597 3.403 -0.598
H: 1.959 3.403 -2.202
H: 0.587 2.457 -2.811
H: 2.158 1.689 -2.539
H: 2.805 0.088 -1.281
H: 1.225 -0.339 -1.967
H: 2.887 -0.558 1.103
H: 3.129 -2.293 0.845
H: -0.073 -2.405 3.911
H: 0.568 -1.002 4.786
H: 1.268 -2.612 5.058
H: 3.832 -1.451 2.872
H: 3.375 -1.685 4.548
H: 3.047 -0.130 3.765
C: -4.019 -1.169 -3.122
Si: -2.830 -0.481 -1.840
C: -3.832 0.236 -0.417
C: -1.916 0.976 -2.625
O: -1.795 -1.610 -1.376
H: -4.718 -0.408 -3.479
H: -4.602 -1.992 -2.701
H: -3.473 -1.558 -3.985
H: -4.529 1.007 -0.758
H: -3.168 0.687 0.327
H: -4.412 -0.543 0.084
H: -2.589 1.746 -3.011
H: -1.274 0.641 -3.444
H: -1.284 1.435 -1.860

For reference, the natural (NBO) charges in units of e are: Cu 0.81; C -0.42; N -0.43; C -0.41; C 0.66; O -0.65; C -0.17; O -0.51; C -0.16; C 0.71; O -0.71; N -0.41; C -0.42; C -0.41; H 0.20; H 0.24; H 0.20; H 0.20; H 0.21; H 0.21; H 0.18; H 0.24; H 0.20; H 0.20; H 0.25; H 0.20; H 0.20; H 0.21; H 0.21; H 0.20; C -1.14; Si 1.92; C -1.14; C -1.14; O -1.38; H 0.22; H 0.23; H 0.23; H 0.22; H 0.23; H 0.23; H 0.23; H 0.22; H 0.20

***

Density functional theory data (ωB97M-V/def2-TZVPD) for C11H25CuN5O8 as an isolated structure in a non-equilibrium geometry.

Expectation value of S²: 0.761
Max |F|, eV Å⁻¹: 3.4
Molar mass, g/mol: 418.894
Energy relative to the best compared isomer or geometry (same formula, charge and spin), eV: 0.0000
Frontier orbital gap (spin up / spin down), eV: 7.26 / 5.39
2S+1: 2

Positions of all 50 atoms, in Å:
Cu: 0.527 1.961 -3.189
C: -0.162 0.550 -0.958
O: -0.885 0.848 -1.940
O: 0.991 1.006 -1.148
O: -0.513 -0.114 0.030
O: 0.891 2.447 4.200
C: 0.900 2.284 2.968
N: 0.199 1.297 2.440
C: 1.531 3.251 1.968
H: -0.508 0.824 2.977
H: 0.326 1.020 1.475
H: 1.886 2.570 1.189
H: 2.407 3.683 2.444
H: 0.765 3.887 1.534
O: -3.918 -3.643 0.796
C: -3.188 -2.670 0.937
N: -2.419 -2.225 -0.052
C: -3.115 -1.907 2.269
H: -1.815 -1.426 0.115
H: -2.527 -2.710 -0.927
H: -2.982 -2.574 3.117
H: -4.013 -1.306 2.403
H: -2.274 -1.216 2.185
O: 5.154 -1.506 -0.192
C: 4.321 -0.598 -0.260
N: 3.506 -0.460 -1.324
C: 4.128 0.401 0.835
H: 2.775 0.232 -1.262
H: 3.608 -1.099 -2.093
H: 4.601 1.323 0.499
H: 4.544 -0.007 1.754
H: 3.056 0.494 1.017
O: 2.170 -3.430 3.405
C: 1.553 -3.006 2.456
N: 1.686 -1.708 2.047
C: 0.422 -3.715 1.735
H: 2.155 -1.000 2.587
H: 1.072 -1.331 1.342
H: 0.378 -3.336 0.714
H: -0.546 -3.600 2.221
H: 0.535 -4.799 1.706
O: -1.283 2.187 -4.342
C: -2.498 2.198 -4.524
N: -3.255 1.326 -3.806
C: -3.209 3.121 -5.486
H: -2.714 0.751 -3.176
H: -4.175 1.645 -3.547
H: -3.095 4.158 -5.169
H: -4.290 3.009 -5.541
H: -2.704 2.913 -6.428

For reference, the natural (NBO) charges in units of e are: Cu 1.02; C 0.94; O -0.58; O -0.66; O -0.70; O -0.63; C 0.66; N -0.83; C -0.71; H 0.41; H 0.40; H 0.21; H 0.24; H 0.23; O -0.64; C 0.67; N -0.84; C -0.71; H 0.43; H 0.40; H 0.24; H 0.24; H 0.20; O -0.62; C 0.67; N -0.84; C -0.71; H 0.41; H 0.40; H 0.23; H 0.25; H 0.21; O -0.60; C 0.68; N -0.84; C -0.72; H 0.40; H 0.39; H 0.21; H 0.24; H 0.24; O -0.76; C 0.73; N -0.79; C -0.72; H 0.43; H 0.40; H 0.25; H 0.23; H 0.26

***

Density functional theory data (ωB97M-V/def2-TZVPD) for a 3-piece molecular cluster, C11H25F3N3O3 overall in a non-equilibrium geometry.

Max |F|, eV Å⁻¹: 4.3
Charge: +1
Molar mass, g/mol: 304.333
Frontier orbital gap, eV: 8.06

Positions of all 45 atoms, in Å:
F: 2.241 -1.481 0.459
C: 1.375 -2.152 -0.398
F: 2.080 -2.635 -1.527
F: 0.835 -3.310 0.201
C: 0.221 -1.213 -1.010
O: -0.783 -0.893 -0.031
C: -1.030 0.520 0.104
C: -2.427 0.983 -0.543
N: -3.590 0.486 0.259
C: -4.294 -0.622 -0.034
N: -4.800 -1.644 0.836
C: -5.539 -2.545 -0.116
C: -5.795 -1.729 -1.461
N: -4.604 -0.796 -1.456
H: 0.638 -0.332 -1.584
H: -0.293 -1.881 -1.788
H: -1.095 0.727 1.230
H: -0.220 1.195 -0.286
H: -2.491 2.127 -0.506
H: -2.492 0.691 -1.645
H: -3.845 1.015 1.108
H: -4.120 -2.132 1.430
H: -4.732 -3.299 -0.418
H: -6.440 -3.102 0.278
H: -5.664 -2.329 -2.426
H: -6.820 -1.219 -1.436
H: -4.866 0.099 -1.904
C: 5.410 -1.179 0.196
C: 6.050 0.176 0.415
O: 5.366 1.169 -0.340
H: 5.431 -1.445 -0.864
H: 5.928 -1.954 0.764
H: 4.360 -1.164 0.499
H: 7.092 0.165 0.091
H: 6.021 0.454 1.474
H: 4.450 1.178 -0.042
C: 2.887 3.398 1.372
C: 1.539 3.208 0.706
O: 0.963 1.959 1.094
H: 3.566 2.589 1.102
H: 3.338 4.348 1.077
H: 2.787 3.380 2.461
H: 1.646 3.206 -0.381
H: 0.852 4.014 0.985
H: 0.864 1.970 2.055

For reference, the natural (NBO) charges in units of e are: F -0.32; C 0.97; F -0.34; F -0.33; C -0.15; O -0.54; C -0.07; C -0.26; N -0.60; C 0.72; N -0.57; C -0.25; C -0.24; N -0.59; H 0.22; H 0.21; H 0.19; H 0.24; H 0.23; H 0.23; H 0.44; H 0.44; H 0.21; H 0.25; H 0.25; H 0.22; H 0.41; C -0.64; C -0.06; O -0.72; H 0.21; H 0.22; H 0.20; H 0.18; H 0.15; H 0.45; C -0.63; C -0.07; O -0.75; H 0.21; H 0.23; H 0.20; H 0.18; H 0.16; H 0.47

***

Density functional theory data (ωB97M-V/def2-TZVPD) for C11H25F5NO3P2RhTe as an isolated structure in a non-equilibrium geometry.

Expectation value of S²: 6.011
Max |F|, eV Å⁻¹: 3.2
Molar mass, g/mol: 606.769
Energy relative to the best compared isomer or geometry (same formula, charge and spin), eV: 0.3978
Frontier orbital gap (spin up / spin down), eV: 3.43 / 6.75
2S+1: 5

Positions of all 49 atoms, in Å:
C: 0.963 -1.201 -3.334
C: 0.971 -0.994 -1.956
N: -0.180 -0.955 -1.236
C: -1.364 -1.122 -1.859
C: -1.405 -1.511 -3.203
C: -0.234 -1.500 -3.971
C: 2.307 -0.923 -1.264
P: 2.102 -0.597 0.531
Rh: -0.048 -0.572 0.839
P: -2.482 -0.086 0.512
C: -2.662 -0.971 -1.086
O: 2.936 4.085 -3.333
O: -1.777 3.118 -2.444
H: 1.910 -1.146 -3.862
H: -2.376 -1.718 -3.646
H: -0.253 -1.750 -5.028
C: 3.131 -1.953 1.166
C: 2.862 0.999 0.994
H: -3.417 -0.454 -1.707
H: -3.101 -1.974 -0.902
H: 3.050 -0.284 -1.711
H: 2.842 -1.875 -1.357
C: -3.306 -0.964 1.852
C: -3.125 1.598 0.248
H: -0.979 2.735 -2.827
H: -1.610 4.048 -2.269
H: 3.185 3.774 -2.460
H: 3.044 3.287 -3.876
H: 0.155 -2.108 0.828
H: -1.299 0.567 1.110
H: 4.142 -1.890 0.732
H: 3.151 -1.880 2.264
H: 2.642 -2.886 0.849
H: 3.955 0.908 1.081
H: 2.594 1.755 0.240
H: 2.424 1.276 1.964
H: -4.217 1.625 0.133
H: -2.835 2.139 1.159
H: -2.622 2.069 -0.611
H: -4.386 -1.080 1.670
H: -2.835 -1.949 1.976
H: -3.136 -0.397 2.777
F: 1.158 1.698 4.768
Te: 0.175 0.109 4.399
F: 0.473 -0.451 6.195
F: -1.395 1.037 4.922
F: 1.770 -0.847 3.968
F: -0.931 -1.435 4.124
O: 0.033 0.648 2.644

For reference, the Löwdin charges in units of e are: C -0.02; C -0.29; N -0.05; C -0.30; C -0.01; C -0.03; C -0.27; P 0.72; Rh 0.63; P 0.83; C -0.23; O -0.06; O -0.06; H 0.12; H 0.12; H 0.12; C -0.25; C -0.23; H 0.11; H 0.12; H 0.09; H 0.10; C -0.21; C -0.21; H 0.04; H 0.05; H 0.02; H 0.04; H 0.00; H -0.03; H 0.05; H 0.04; H 0.05; H 0.05; H 0.04; H 0.03; H 0.06; H 0.07; H 0.03; H 0.06; H 0.06; H 0.06; F -0.47; Te 1.73; F -0.48; F -0.48; F -0.49; F -0.50; O -0.80